# 1
This record from the Open Molecules 2025 dataset describes C26H44CrF6GeN3O2PS2SbSi3 as an isolated structure. The level of theory is ωB97M-V with the def2-TZVPD basis set.

Values from the calculation:
**<S²>**: 6.09
**Kohn-Sham gap (alpha / beta)**: 6.68 / 6.87 eV
**HOMO (alpha / beta)**: -4.34 / -5.73 eV
**2S+1**: 5
**LUMO level (alpha / beta)**: 2.34 / 1.14 eV
**Charge**: -1

Positions of all 90 atoms, in Å:
Cr1 -1.54406 1.21071 1.02661
O1 -1.73493 2.71209 1.56136
F1 -2.15314 -0.22717 3.08453
Sb1 -3.54660 -1.01537 4.13866
F2 -4.74976 -0.49639 2.76173
F3 -3.29061 -2.67014 3.23002
F4 -4.96169 -1.80101 5.10808
F5 -2.28739 -1.58003 5.41881
F6 -3.79414 0.61343 5.03396
C1 3.60187 -0.25144 -1.36983
Si1 2.89955 1.44331 -1.77418
C2 3.44739 1.84590 -3.52767
C3 3.69235 2.73923 -0.65648
Ge1 0.56320 1.38547 -1.19402
Si2 -0.52653 0.02211 -2.83293
C4 -0.00667 -1.76972 -2.61997
C5 -2.39121 0.10726 -3.04385
C6 0.11771 0.64214 -4.49901
Si3 -0.12755 3.70029 -1.24905
C7 0.45228 4.64307 0.25556
C8 0.82644 4.37027 -2.74504
C9 -1.93623 3.97293 -1.64596
H1 4.69305 -0.24772 -1.39008
H2 3.25770 -0.97924 -2.10750
H3 3.27841 -0.59387 -0.37905
H4 4.52984 2.00058 -3.50392
H5 2.98928 2.74690 -3.93151
H6 3.24896 1.02209 -4.22330
H7 4.78152 2.63019 -0.63008
H8 3.32212 2.67162 0.36132
H9 3.46698 3.74230 -1.02657
H10 -0.31371 -2.15237 -1.64495
H11 1.07463 -1.87568 -2.68936
H12 -0.46164 -2.39765 -3.39049
H13 -2.98230 -0.42032 -2.28326
H14 -2.60996 -0.35388 -4.01268
H15 -2.74116 1.14087 -3.08032
H16 1.21150 0.59396 -4.57602
H17 -0.17865 1.68109 -4.66366
H18 -0.30323 0.04932 -5.31545
H19 1.53374 4.56677 0.37998
H20 -0.04087 4.25916 1.14658
H21 0.19520 5.70052 0.14834
H22 1.90387 4.35759 -2.58452
H23 0.53828 5.40918 -2.93262
H24 0.61745 3.80510 -3.65685
H25 -2.58997 3.58961 -0.86642
H26 -2.20269 3.49496 -2.59306
H27 -2.11960 5.04634 -1.75103
S1 1.43738 -0.40392 5.00199
P1 1.63653 -0.94953 3.12693
S2 0.66044 0.40831 0.88091
C10 3.35302 -0.86689 2.52365
C11 4.20304 -1.96165 2.39087
C12 5.50707 -1.78692 1.94836
C13 5.97731 -0.51638 1.65527
C14 5.14775 0.58313 1.81690
C15 3.84243 0.41153 2.24851
C16 1.01174 -2.60839 2.72898
C17 1.34894 -3.23564 1.52408
C18 0.78216 -4.45527 1.18921
C19 -0.16093 -5.03801 2.02789
C20 -0.53477 -4.39525 3.20092
C21 0.04939 -3.18728 3.55405
H28 3.84872 -2.94948 2.64301
H29 6.15905 -2.64472 1.84160
H30 6.99417 -0.38258 1.30711
H31 5.51071 1.57776 1.58957
H32 3.17818 1.26390 2.35971
H33 2.04981 -2.76720 0.84939
H34 1.06136 -4.94102 0.26202
H35 -0.61403 -5.98428 1.75949
H36 -1.29456 -4.82135 3.84155
H37 -0.24695 -2.67683 4.46129
C22 -6.37861 0.15819 -0.53824
N1 -5.11289 -0.52186 -0.31021
C23 -5.02411 -1.87075 -0.17296
C24 -3.85835 -2.48500 0.12075
C25 -2.71801 -1.64871 0.35776
N2 -2.82173 -0.32388 0.26439
C26 -4.00438 0.28037 -0.08591
O2 -4.07272 1.49262 -0.20816
N3 -1.52164 -2.18228 0.62171
H38 -7.16149 -0.58579 -0.65964
H39 -6.31679 0.77864 -1.42986
H40 -6.60904 0.79779 0.31209
H41 -5.94607 -2.41594 -0.31783
H42 -3.79711 -3.55199 0.24870
H43 -1.46748 -3.12756 0.96975
H44 -0.74660 -1.55022 0.82953


# 2
This record from the Open Molecules 2025 dataset describes C6H6BrHf as an isolated structure. The level of theory is ωB97M-V with the def2-TZVPD basis set.

Values from the calculation:
**Kohn-Sham gap**: 2.11 eV
**HOMO**: -18.38 eV
**LUMO level**: -16.27 eV
**Charge**: +3

Positions of all 14 atoms, in Å:
Hf1 17.73225 -2.36597 -27.22076
Br1 20.33052 -2.84850 -26.70746
C1 23.42442 -7.33873 -25.78605
C2 22.93563 -8.66924 -26.27559
C3 21.98657 -8.77119 -27.29097
C4 21.59435 -7.61776 -27.90794
C5 22.03549 -6.27569 -27.37774
C6 22.96247 -6.17168 -26.34195
H1 24.08626 -7.32359 -24.92432
H2 23.31717 -9.57793 -25.81502
H3 21.59713 -9.72846 -27.61521
H4 20.92632 -7.61746 -28.76168
H5 21.63447 -5.37150 -27.83238
H6 23.29139 -5.20371 -25.98886


# 3
This record from the Open Molecules 2025 dataset describes C2HFN2O2 in the gas phase. The level of theory is ωB97M-V with the def2-TZVPD basis set.

Values from the calculation:
**Kohn-Sham gap**: 10.93 eV
**HOMO**: -10.71 eV
**SMILES string**: O=c1nc(F)o[nH]1
**LUMO level**: 0.22 eV
**Charge**: 0

Positions of all 8 atoms, in Å:
C1 1.07441 -0.39760 0.02124
C2 -0.98083 -0.44996 -0.10527
H1 -0.73634 1.80130 0.50779
N1 0.08089 -1.28603 0.05487
N2 -0.49091 0.95468 -0.17940
O1 -2.18448 -0.71973 -0.10576
O2 0.94992 0.84716 -0.04635
F1 2.28733 -0.74982 -0.14712


# 4
This record from the Open Molecules 2025 dataset describes C2H3ClFNO2 in the gas phase. The level of theory is ωB97M-V with the def2-TZVPD basis set.

Values from the calculation:
**Kohn-Sham gap**: 10.96 eV
**HOMO**: -11.45 eV
**SMILES string**: C[C@@](F)(Cl)[N+](=O)[O-]
**LUMO level**: -0.49 eV
**Charge**: 0

Positions of all 10 atoms, in Å:
C1 -0.08811 0.15707 -0.16463
C2 -1.54313 0.29539 0.21348
N1 -2.30310 -0.97377 0.01445
O1 -1.76424 -1.81784 -0.64157
O2 -3.36750 -1.15488 0.53383
F1 -1.71414 0.62889 1.59360
Cl1 -2.42659 1.51656 -0.73889
H1 0.26734 0.89243 -0.86147
H2 0.57954 0.15712 0.68038
H3 -0.04550 -0.93852 -0.57906


Quick rundown of maximum force, same order as above: 0.0171 0.0614 0.0938 0.0613 hartree/bohr
Quick rundown of relative energy (zero: lowest compared OMol25 entry of this formula, charge and spin), same order as above: 0.0 47.8 202.1 196.4 kJ/mol